No. 1
ORCA calculation (the ωB97M-V functional and the def2-TZVPD basis) on a molecular structure, C20H32B3ClO13.

Output
* frontier orbital gap: 0.3528 Eh
* LUMO: 0.48 eV

Positions of all 69 atoms, in Å:
C  3.6008  5.0320  -0.1552
C  2.8121  5.9392  0.4240
C  2.0435  6.9853  -0.3281
B  0.5510  6.5652  -0.5784
O  -0.5171  7.3930  -0.2172
B  -1.6957  6.7416  -0.0103
Cl  -2.8529  7.2011  1.2351
O  -2.0056  5.6345  -0.7704
B  -0.8878  4.8060  -0.7396
C  -0.9219  3.3559  -0.1180
O  0.0059  3.3916  0.9797
O  1.1694  2.6445  0.6724
O  0.2993  5.3501  -1.2064
H  4.2251  4.3989  0.4545
H  3.6584  4.8978  -1.2255
H  2.7492  5.9221  1.5024
H  2.0566  7.9294  0.2052
H  2.5211  7.0836  -1.2987
H  -1.9029  3.0966  0.2665
H  -0.5917  2.6612  -0.8852
H  1.4977  2.9398  -0.1940
O  1.1287  1.8000  -2.2416
C  1.0521  0.6775  -1.8139
O  2.0478  0.0714  -1.1545
C  1.6892  -1.2990  -0.8657
C  0.1693  -1.3271  -0.9158
C  -0.1315  -0.2579  -1.9642
H  2.1390  -1.9425  -1.6218
H  2.0836  -1.5730  0.1095
H  -0.2302  -2.3113  -1.1530
H  -0.2393  -1.0183  0.0482
H  -0.1293  -0.6603  -2.9781
H  -1.0662  0.2650  -1.7737
O  1.6161  -4.9390  -2.7446
C  2.4433  -5.1993  -1.9212
O  3.2855  -4.2696  -1.4172
C  4.2315  -4.8802  -0.5214
C  3.5673  -6.1738  -0.0769
C  2.7425  -6.5517  -1.3045
H  5.1647  -5.0495  -1.0635
H  4.4212  -4.2020  0.3066
H  4.2776  -6.9368  0.2377
H  2.9008  -5.9655  0.7570
H  3.3122  -7.1460  -2.0206
H  1.8191  -7.0630  -1.0492
O  1.8572  -3.8770  2.0249
C  0.8677  -4.5434  2.1003
O  0.5013  -5.4079  1.1234
C  -0.7781  -5.9939  1.4309
C  -0.9271  -5.8509  2.9401
C  -0.1626  -4.5551  3.2119
H  -1.5468  -5.4469  0.8822
H  -0.7804  -7.0300  1.1018
H  -1.9643  -5.8345  3.2673
H  -0.4293  -6.6822  3.4411
H  -0.7956  -3.6732  3.1054
H  0.3228  -4.5469  4.1830
O  -3.1492  1.0013  -1.0933
C  -4.0412  1.5751  -0.5419
O  -4.7568  1.0172  0.4653
C  -5.8194  1.8997  0.8718
C  -5.3781  3.2837  0.4184
C  -4.5691  2.9672  -0.8376
H  -6.7435  1.5778  0.3870
H  -5.9447  1.8257  1.9491
H  -6.2095  3.9663  0.2557
H  -4.7209  3.7264  1.1684
H  -5.1923  2.9204  -1.7316
H  -3.7494  3.6638  -0.9936

***

No. 2
ORCA calculation (the ωB97M-V functional and the def2-TZVPD basis) on a molecular structure, C20H32BInN4S2Sb2.

Output
* frontier orbital gap: 0.3059 Eh
* energy relative to the best compared isomer or geometry (same formula, charge and spin): 20.87 kJ/mol
* total charge: +2
* LUMO: -5.64 eV

Positions of all 62 atoms, in Å:
In  0.2352  0.3806  -0.5576
C  3.8945  -2.5367  -0.5821
N  3.3873  -1.9621  -1.8216
C  3.4032  -2.5714  -3.0532
C  2.9015  -1.6754  -3.9335
N  2.5955  -0.5154  -3.2550
B  2.2411  0.7460  -4.1741
N  1.8819  2.0465  -3.3835
C  2.6793  3.1674  -3.3872
C  1.9809  4.1886  -2.8394
N  0.7466  3.6825  -2.4946
C  -0.3584  4.4744  -1.9724
C  0.7100  2.3822  -2.8410
S  -0.6539  1.3135  -2.6214
C  2.8902  -0.7134  -1.9724
S  2.6772  0.3569  -0.6053
H  4.2095  -3.5565  -0.7829
H  3.1202  -2.5363  0.1831
H  4.7455  -1.9650  -0.2191
H  3.7807  -3.5689  -3.1930
H  2.7581  -1.7480  -4.9971
H  3.2429  0.9898  -4.7868
H  1.3157  0.4258  -4.8654
H  3.6721  3.1427  -3.7985
H  2.2374  5.2211  -2.6810
H  0.0383  5.2409  -1.3115
H  -1.0407  3.8257  -1.4292
H  -0.9031  4.9483  -2.7870
C  -2.5922  2.0695  1.7984
Sb  -0.5237  1.6384  1.8368
C  0.3761  3.3892  2.6118
C  -0.3463  0.1290  3.3624
C  -1.6574  -0.5806  3.5480
C  -2.6146  0.0161  4.3702
C  -3.8651  -0.5438  4.5569
C  -4.1814  -1.7330  3.9145
C  -3.2323  -2.3503  3.1201
C  -1.9639  -1.7983  2.9248
C  -0.9761  -2.5902  2.1115
Sb  -0.9611  -2.1246  0.0189
C  0.0467  -3.7673  -0.8580
C  -2.9779  -2.3624  -0.5604
H  -2.8987  2.4603  2.7662
H  -3.1429  1.1535  1.5926
H  -2.7944  2.8057  1.0228
H  -0.1978  3.6980  3.4838
H  0.3603  4.1777  1.8635
H  1.4029  3.1755  2.8992
H  -0.0406  0.6504  4.2692
H  0.4684  -0.5298  3.0688
H  -2.3619  0.9354  4.8881
H  -4.5826  -0.0644  5.2086
H  -5.1504  -2.1919  4.0553
H  -3.4672  -3.3044  2.6613
H  -1.2543  -3.6452  2.1300
H  0.0486  -2.5280  2.4754
H  -0.5129  -4.6769  -0.6466
H  1.0438  -3.8473  -0.4294
H  0.1179  -3.6245  -1.9343
H  -3.2856  -3.3830  -0.3395
H  -3.0739  -2.1714  -1.6269
H  -3.5982  -1.6650  -0.0011

***

No. 3
ORCA calculation (the ωB97M-V functional and the def2-TZVPD basis) on a molecular structure, C20H32BN7O5RuSe2.

Output
* frontier orbital gap (spin up / spin down): 0.2448 / 0.2336 Eh
* multiplicity: 6
* energy relative to the best compared isomer or geometry (same formula, charge and spin): 3.37 kJ/mol
* total charge: -1
* <S²>: 8.7646
* LUMO (spin up / spin down): 2.42 / 1.38 eV

Positions of all 68 atoms, in Å:
Ru  -0.5458  0.3802  -0.2610
C  -2.4421  -0.7159  2.6596
C  -1.2253  -1.5438  2.4254
C  -0.8447  -2.7394  3.0560
C  0.3231  -3.1291  2.4302
C  1.1523  -4.3440  2.6911
N  0.6133  -2.2010  1.4978
N  -0.3225  -1.2306  1.5050
B  1.7359  -2.2206  0.4407
N  1.1076  -2.4337  -0.9529
N  0.2560  -1.5304  -1.4834
C  -0.2083  -2.0321  -2.6195
C  -1.2308  -1.3549  -3.4673
C  0.3832  -3.2855  -2.8470
C  1.2045  -3.5077  -1.7605
C  2.0709  -4.6907  -1.4791
N  2.4830  -0.8755  0.4446
N  1.9017  0.2678  0.0209
C  2.8266  1.2227  0.0566
C  2.5779  2.6255  -0.3851
C  4.0327  0.6812  0.5288
C  3.7720  -0.6535  0.7661
C  4.7018  -1.7109  1.2642
H  -2.5985  -0.5435  3.7248
H  -3.3270  -1.2180  2.2619
H  -2.3444  0.2470  2.1617
H  -1.3615  -3.2587  3.8466
H  0.7349  -4.8811  3.5408
H  2.1861  -4.0799  2.9183
H  1.1609  -5.0115  1.8276
H  2.4958  -3.1079  0.6826
H  -1.3781  -0.3221  -3.1594
H  -2.1871  -1.8743  -3.3830
H  -0.9222  -1.3677  -4.5130
H  0.2124  -3.9338  -3.6911
H  2.0149  -5.3822  -2.3180
H  1.7498  -5.2163  -0.5779
H  3.1123  -4.3974  -1.3391
H  1.9818  2.6302  -1.2977
H  3.5271  3.1304  -0.5651
H  2.0264  3.1773  0.3765
H  4.9655  1.2021  0.6723
H  5.6716  -1.2660  1.4790
H  4.8388  -2.5005  0.5233
H  4.3181  -2.1777  2.1728
O  -4.4044  3.4558  -0.8521
C  -3.2890  4.1785  -1.3121
C  -1.9915  4.1554  -0.4285
C  -1.8143  5.5768  0.1342
O  -0.6243  5.7654  0.8824
C  -2.1318  3.1870  0.7592
Se  -0.4611  2.4067  1.5118
C  -0.7728  3.8780  -1.3109
Se  -0.6888  2.1090  -2.1803
H  -4.2379  2.5050  -0.9511
H  -3.6274  5.2181  -1.3748
H  -3.0154  3.8596  -2.3241
H  -2.6987  5.8123  0.7444
H  -1.7787  6.2982  -0.6880
H  -0.4715  4.9722  1.4159
H  -2.7367  2.3338  0.5007
H  -2.6198  3.6938  1.5915
H  0.1442  3.9765  -0.7356
H  -0.7485  4.6034  -2.1261
O  -3.0958  0.5197  -0.6266
N  -3.3312  -0.7221  -0.7819
O  -4.4241  -1.1107  -1.1764
O  -2.3810  -1.4987  -0.5467

***

No. 4
ORCA calculation (the ωB97M-V functional and the def2-TZVPD basis) on a molecular structure, C20H32Br4O2.

Output
* frontier orbital gap: 0.2591 Eh
* energy relative to the best compared isomer or geometry (same formula, charge and spin): 1926.03 kJ/mol
* LUMO: 0.31 eV

Positions of all 58 atoms, in Å:
Br  -5.8465  1.2667  0.8736
C  -4.1326  0.7923  0.1661
C  -3.5571  1.8736  -0.8029
Br  -1.5631  1.6301  -1.0206
H  -4.1732  -0.1675  -0.3490
H  -3.3906  0.6181  0.9452
H  -3.6503  2.8841  -0.4052
H  -4.0255  1.8776  -1.7871
Br  -1.4667  -0.6766  1.2983
C  -0.0950  0.3448  0.3445
C  0.4640  -0.4236  -0.8977
Br  2.2704  0.2103  -1.4128
H  0.7078  0.4919  1.0670
H  -0.5348  1.3155  0.1158
H  -0.1337  -0.3425  -1.8056
H  0.5165  -1.5097  -0.8224
C  -3.5594  -3.1240  0.2245
C  -3.3735  -3.8277  -0.9727
C  -2.1168  -4.0893  -1.4699
C  -1.0114  -3.5224  -0.8133
C  -1.1952  -2.7378  0.3016
C  -2.4763  -2.4785  0.8271
H  -4.5826  -3.0451  0.5607
H  -4.1699  -4.3032  -1.5259
H  -2.1052  -4.4746  -2.4787
H  0.0115  -3.5856  -1.1539
H  -0.3336  -2.2766  0.7614
H  -2.5839  -1.8107  1.6691
C  3.2594  -1.5066  2.7500
C  2.6729  -2.6824  3.1198
C  1.2933  -2.8716  3.1482
C  0.4744  -1.7987  2.8777
C  1.0276  -0.5742  2.6891
C  2.4407  -0.3982  2.5506
H  4.3347  -1.4134  2.7874
H  3.3547  -3.4748  3.3912
H  0.7525  -3.7945  3.2966
H  -0.5927  -1.9647  2.8783
H  0.2516  0.1369  2.4468
H  2.8438  0.6037  2.5588
C  0.5639  2.5864  0.5251
C  0.6166  4.1179  0.4840
O  0.6270  4.3914  -0.9282
H  1.4507  2.2561  -0.0158
H  -0.3812  2.0820  0.3241
H  0.9033  2.1826  1.4790
H  1.4222  4.5111  1.1041
H  -0.2754  4.6050  0.8778
H  0.2681  5.2757  -1.0324
C  4.1765  1.7008  -3.4465
C  2.7302  1.6447  -3.1596
O  2.2692  2.9498  -2.8132
H  4.6583  1.9704  -2.5067
H  4.4667  2.5243  -4.0990
H  4.5895  0.7628  -3.8177
H  2.4479  0.9566  -2.3628
H  2.1132  1.3075  -3.9925
H  1.3471  3.0040  -2.5517